50
Properties=species:S:1:pos:R:3:nbo_charge:R:1 method="wB97M-V/def2-TZVPD" molar_mass_g_mol=400.7 e_tot_ha=-2037.8538 charge=-1 homo_lumo_gap_ev=7.09
C 0.5057 3.4179 0.9249 -0.604
C 0.0963 1.9596 1.0631 -0.464
C 0.9506 1.0539 0.1684 0.105
Cl 0.1178 1.1401 -1.5339 -0.233
N 1.1277 -0.2743 0.5513 -0.492
C -0.0644 -0.9556 0.9460 0.366
C -0.2241 -1.3243 2.4164 -0.660
F -0.2494 -2.1085 0.1813 -0.375
C 2.5024 -0.7473 0.8720 -0.365
C 3.4326 -0.4674 -0.3661 -0.533
C 4.3231 0.7331 -0.2654 0.441
O 5.5341 0.7015 -0.2202 -0.547
B 3.1739 -0.1031 2.1572 1.143
C 4.5361 -0.6091 2.7526 -1.043
O 2.5623 1.0045 2.7702 -0.968
C 2.5331 -2.3175 1.1371 0.797
O 2.6448 -3.0624 0.1641 -0.722
O 2.4415 -2.5751 2.3653 -0.768
H 1.4993 3.5971 1.3419 0.190
H -0.2053 4.0899 1.4044 0.207
H 0.5411 3.6903 -0.1323 0.212
H -0.9465 1.8653 0.7558 0.226
H 0.1738 1.6099 2.0912 0.231
H 1.9007 1.5353 -0.0238 0.206
H -0.8877 -0.3044 0.6557 0.175
H 0.3841 -0.6794 3.0464 0.222
H -1.2719 -1.1887 2.6975 0.191
H 0.0434 -2.3609 2.5863 0.258
H 2.7696 -0.3354 -1.2259 0.252
H 4.0681 -1.3321 -0.5357 0.267
H 3.8379 1.7353 -0.2300 0.084
H 4.3333 -1.0475 3.7294 0.257
H 5.2358 0.2280 2.8641 0.209
H 5.0110 -1.3666 2.1305 0.240
H 3.0919 1.8031 2.7325 0.493
C -5.4130 -1.1670 -3.0131 -0.406
C -3.9965 -1.3131 -3.5911 -0.403
C -3.2486 -0.0031 -3.3168 -0.680
S -3.9829 0.6821 -1.8255 2.176
O -4.6427 1.9231 -2.1535 -0.955
O -3.0459 0.6074 -0.7408 -0.931
C -5.2310 -0.5877 -1.6142 -0.674
H -5.9377 -2.1213 -2.9821 0.219
H -5.9997 -0.4795 -3.6267 0.209
H -3.4836 -2.1384 -3.0944 0.219
H -4.0160 -1.5325 -4.6578 0.219
H -2.1864 -0.1453 -3.1283 0.275
H -3.3931 0.7287 -4.1091 0.240
H -6.1237 -0.1318 -1.1930 0.247
H -4.8219 -1.3267 -0.9260 0.243

48
Properties=species:S:1:pos:R:3:nbo_charge:R:1 method="wB97M-V/def2-TZVPD" molar_mass_g_mol=340.6 e_tot_ha=-1391.5736 homo_lumo_gap_ev=8.80
H 0.7848 3.3956 -0.1190 0.224
N 0.4147 1.7190 -1.3586 -0.503
B -0.2065 0.1665 -3.3528 0.569
N 0.2111 1.5433 -2.7232 -0.306
C 0.3693 2.7287 -3.3344 0.028
Mg 0.8909 0.3538 -0.0071 1.696
H 0.2780 2.7646 -4.4071 0.231
C 0.6245 3.7080 -2.3642 -0.354
H 0.7502 4.7588 -2.5158 0.234
C 0.6457 3.0301 -1.1332 -0.026
H -0.2047 0.2336 -4.5433 -0.041
C -2.6994 -2.9185 2.2821 -0.847
H -2.3638 -3.8955 2.6071 0.213
H -1.8320 -2.3045 2.0314 0.212
H -3.3559 -3.0072 1.4244 0.212
N -1.6462 -0.2589 -2.8524 -0.346
N 0.7928 -0.9350 -2.8718 -0.323
N -1.8059 -0.3672 -1.5008 -0.326
N 1.0920 -1.0970 -1.5239 -0.466
C -2.8112 -0.5757 -3.4784 -0.028
C 1.4399 -1.8712 -3.5850 0.014
H -2.9103 -0.5183 -4.5629 0.217
H 1.3859 -1.8635 -4.6711 0.226
C -3.7491 -0.9172 -2.4872 -0.365
C 2.1213 -2.7108 -2.7124 -0.360
C -3.0506 -0.7689 -1.2596 -0.054
C 1.8767 -2.1957 -1.4204 -0.018
H -4.7785 -1.2139 -2.6126 0.224
H 2.7069 -3.5723 -2.9566 0.230
H -3.4005 -0.9360 -0.2471 0.207
H 2.2217 -2.5773 -0.4753 0.223
H -3.2254 -2.4677 3.0872 0.210
C 2.6191 0.9705 4.4194 -1.113
Si 1.2112 0.7348 3.1949 1.629
C -0.1491 -0.3031 3.9854 -1.114
C 0.4521 2.4124 2.7663 -1.130
C 1.9620 -0.1112 1.7101 -1.638
H 2.3032 1.4665 5.3495 0.224
H 3.4046 1.5676 3.9365 0.230
H 3.0348 -0.0189 4.6588 0.236
H -0.4019 0.0616 4.9911 0.237
H -1.0817 -0.3114 3.4024 0.232
H 0.1832 -1.3442 4.0959 0.237
H 1.1527 3.0325 2.1894 0.220
H -0.4860 2.3413 2.1945 0.228
H 0.2232 2.9672 3.6900 0.245
H 2.1102 -1.1991 1.7780 0.242
H 2.8957 0.3039 1.2815 0.229

59
Properties=species:S:1:pos:R:3:nbo_charge:R:1 method="wB97M-V/def2-TZVPD" e_above_lowest_kcal_mol=836.5 molar_mass_g_mol=710.9 e_tot_ha=-5926.0920 homo_lumo_gap_ev=6.56
C 1.5801 3.3434 0.2826 -0.333
O 2.0146 2.8414 1.5365 -0.573
C 2.7001 3.7102 2.3861 1.018
O 3.0419 4.8607 2.1249 -0.618
O 2.6706 3.1365 3.5828 -0.512
C 3.1157 3.8178 4.7574 -0.256
H 1.1718 2.6019 -0.4041 0.222
H 2.4811 3.7400 -0.1854 0.182
H 0.7077 3.9864 0.3989 0.202
H 2.3741 4.5311 5.1171 0.194
H 4.0109 4.4164 4.5892 0.204
H 3.2311 3.1210 5.5876 0.204
C -3.1620 -3.7420 -3.2442 -0.278
O -2.4456 -3.3642 -2.0619 -0.554
C -2.0356 -4.2950 -1.1740 0.997
O -2.2137 -5.4865 -1.2486 -0.617
O -1.4712 -3.6516 -0.1507 -0.539
C -0.9579 -2.3060 -0.1672 -0.371
H -2.6342 -4.4114 -3.9235 0.186
H -3.3639 -2.8299 -3.8059 0.204
H -4.1384 -4.1484 -2.9804 0.192
H -0.9921 -2.0428 0.8900 0.160
H -1.4662 -1.5044 -0.7030 0.173
H 0.1228 -2.3644 -0.2971 0.252
C 3.0469 -3.1231 0.5695 -0.128
C 1.6283 -3.7531 0.8224 0.450
O 0.6772 -2.7068 0.6478 -0.511
C 1.3690 -1.5361 0.4900 1.021
O 0.8451 -0.4901 0.2268 -0.615
O 2.7077 -1.7810 0.4163 -0.466
F 1.5242 -4.0972 2.0814 -0.316
H 3.5409 -3.5808 -0.2876 0.201
H 3.7916 -3.1418 1.3651 0.224
H 1.4192 -4.6358 0.2181 0.189
C 0.3312 -0.0827 2.4528 -0.473
Cl 1.2895 1.3227 2.8389 0.058
Cl -1.3268 0.0056 3.1481 -0.078
H 0.2463 -0.1172 1.3667 0.251
H 0.8865 -0.9548 2.7980 0.187
C -0.9395 -1.3326 -3.5067 -0.392
Cl -0.8211 0.1524 -2.5378 0.065
Cl -2.4897 -1.1649 -4.3864 -0.025
H -0.1009 -1.3383 -4.2030 0.227
H -0.9526 -2.1889 -2.8325 0.255
C -2.4996 1.8308 -3.5415 -0.443
Cl -2.1679 2.0857 -1.8514 0.109
Cl -1.2516 2.6328 -4.5310 -0.033
H -2.5302 0.7497 -3.6770 0.226
H -3.5043 2.1576 -3.8098 0.226
C -1.2815 3.5099 1.4327 -0.426
Cl -0.1376 4.7769 1.9315 -0.022
Cl -1.9420 3.8990 -0.1982 -0.041
H -0.7628 2.5532 1.3706 0.222
H -2.0699 3.2946 2.1539 0.231
C -0.6052 0.5793 -0.5689 -0.432
Cl 0.2968 1.6515 0.5979 0.010
Cl -1.5948 -0.5390 0.3613 0.124
H -1.1950 1.2765 -1.1641 0.138
H 0.2310 0.1259 -1.1011 0.249

44
Properties=species:S:1:pos:R:3:nbo_charge:R:1 method="wB97M-V/def2-TZVPD" e_above_lowest_kcal_mol=349.7 molar_mass_g_mol=306.3 e_tot_ha=-1632.5198 homo_lumo_gap_ev=8.69
C 0.3155 -3.5842 -1.2852 -0.678
C 0.0090 -2.8919 -2.5674 -0.396
C 0.6020 -3.7877 -3.7479 -0.517
C -0.2997 -4.7947 -4.2319 0.291
N -1.1006 -5.5564 -4.6669 -0.341
H 0.1287 -3.1056 -0.3239 0.226
H 1.3776 -3.8278 -1.3149 0.192
H -0.1723 -4.5586 -1.2580 0.217
H 0.5173 -1.9294 -2.6246 0.203
H -1.0555 -2.7386 -2.7444 0.247
H 1.5012 -4.3572 -3.5130 0.246
H 0.8115 -3.1470 -4.6045 0.246
C 0.4437 1.6399 -0.6144 -0.610
C -0.6166 1.0461 -1.5158 -0.402
C -0.3038 -0.3628 -2.0811 -0.577
C -1.3638 -0.8252 -2.9880 0.295
N -2.2555 -1.2187 -3.6638 -0.325
H 1.3747 1.4747 -1.1568 0.203
H 0.4152 1.2255 0.3933 0.217
H 0.3143 2.7191 -0.5324 0.209
H -0.7886 1.6748 -2.3895 0.215
H -1.6068 1.1205 -1.0663 0.201
H -0.2632 -1.0321 -1.2218 0.269
H 0.6030 -0.3270 -2.6847 0.246
C 0.2715 4.8348 4.6156 -0.620
C 1.0744 3.9168 3.7282 -0.375
C 0.2276 2.7091 3.1536 -0.535
C 0.7283 1.7572 2.2412 0.392
N 1.0936 0.9643 1.4764 -0.435
H 0.9154 5.5652 5.1053 0.224
H -0.3117 4.3626 5.4061 0.211
H -0.4058 5.5325 4.1230 0.210
H 1.8893 3.5949 4.3766 0.216
H 1.5695 4.5160 2.9639 0.216
H -0.6816 3.0790 2.6797 0.250
H -0.0673 2.1277 4.0272 0.249
Cl 0.1594 -1.5740 2.8647 -0.073
C 0.0247 -0.4502 1.4666 -0.409
C -1.2057 -0.8236 0.5848 -0.458
Cl -1.2168 -2.3949 -0.1604 0.063
H 0.9704 -0.3514 0.9336 0.292
H -0.1821 0.5393 1.8744 0.251
H -1.3375 -0.1160 -0.2337 0.237
H -2.1030 -0.6450 1.1772 0.218

44
Properties=species:S:1:pos:R:3:nbo_charge:R:1 method="wB97M-V/def2-TZVPD" molar_mass_g_mol=411.7 multiplicity=3 s2=2.0684 e_tot_ha=-2072.4683 charge=-2 homo_lumo_gap_ev="5.86 / 5.86"
C 1.7978 -0.9422 0.8306 -0.060
C 2.3473 -0.1703 -0.2412 -0.053
C 1.6442 -0.5159 -1.4405 -0.112
C 3.6352 0.5955 -0.1912 -0.633
C 0.6088 -1.4647 -1.0824 -0.106
C 0.7067 -1.7094 0.3362 0.099
C 0.0417 -2.8316 1.0448 -0.721
C 2.4945 -1.1366 2.1318 -0.632
C 2.1031 -0.1324 -2.8143 -0.628
C -0.1403 -2.3285 -2.0507 -0.632
Mo 0.2062 0.5083 -0.1677 0.650
Cl 1.2367 2.6860 -0.5678 -0.503
Cl -0.1817 1.1638 2.1238 -0.440
Cl -0.9330 0.9660 -2.2678 -0.485
H 3.7532 1.0468 0.7964 0.221
H 3.6219 1.4108 -0.9192 0.240
H 4.5241 -0.0134 -0.3821 0.190
H 2.2447 0.9572 -2.8645 0.238
H 1.3480 -0.4054 -3.5596 0.227
H 3.0551 -0.6038 -3.0923 0.186
H -0.4709 -1.7482 -2.9255 0.230
H -1.0204 -2.7436 -1.5546 0.235
H 0.4670 -3.1746 -2.4119 0.193
H -0.8724 -3.0951 0.5211 0.228
H -0.2470 -2.5621 2.1117 0.355
H 0.6805 -3.7386 1.0383 0.166
H 2.7511 -0.1618 2.5743 0.223
H 3.4293 -1.7084 2.0196 0.193
H 1.8489 -1.6831 2.8270 0.245
O -1.6625 -2.6564 2.4121 -1.293
H -2.1829 -2.5410 3.2300 0.397
C -4.5774 1.0666 0.3480 -0.587
C -3.1069 1.1585 -0.1187 -0.266
C -2.7278 2.5824 0.1856 -0.603
C -2.2242 0.0080 0.3289 -0.523
H -4.6860 1.2141 1.4461 0.182
H -5.0157 0.0958 0.1167 0.192
H -5.1903 1.8275 -0.1596 0.172
H -3.2232 1.1242 -1.2223 0.202
H -2.6433 2.7725 1.2505 0.199
H -1.7845 2.8974 -0.2474 0.226
H -3.4797 3.2897 -0.2194 0.165
H -2.4666 -0.4524 1.2786 0.238
H -2.1194 -0.7387 -0.4885 0.185